Record 1
Density functional theory data (ωB97M-V/def2-TZVPD) for a structure of composition C2H6O2Sm in a non-equilibrium geometry.

Atoms and positions in Å:
C -1.574 -0.905 0.017
C -1.174 0.515 0.019
O 0.119 0.796 -0.350
H -2.609 -0.987 0.367
H -1.512 -1.350 -0.989
H -0.948 -1.511 0.698
H -1.627 1.273 0.660
H 0.639 1.463 0.277
Sm 1.924 -0.418 -1.451
O 3.170 0.716 -0.025
H 3.592 0.409 0.777

Summary:
**Molar mass**: 212.43 g mol⁻¹
**LUMO (alpha / beta)**: -4.700 / -4.656 eV
**Strongest force on any atom**: 0.0619 Eh/bohr
**Charge**: +1
**2S+1**: 8
**Kohn-Sham gap (alpha / beta)**: 6.99 / 9.34 eV

Here are the Löwdin charges for atoms 1 to 5, given in e: atom 1 (C): -0.09, atom 2 (C): -0.20, atom 3 (O): -0.25, atom 4 (H): 0.10, atom 5 (H): 0.08

***

Record 2
Density functional theory data (ωB97M-V/def2-TZVPD) for a structure of composition C22H36CrF5N3O7Si4Te2 in a non-equilibrium geometry.

Atoms and positions in Å:
Cr -2.229 -0.264 0.275
O -1.411 3.245 -1.841
C -1.594 2.328 -0.824
O -0.708 2.720 0.247
C -3.009 2.447 -0.208
C -3.868 3.525 -0.199
C -4.941 3.485 0.681
C -5.092 2.428 1.575
C -4.176 1.406 1.510
N -3.204 1.434 0.617
C -4.016 0.198 2.399
O -4.684 0.030 3.388
O -3.021 -0.579 1.993
H -1.788 2.854 -2.645
H -3.698 4.343 -0.884
H -5.659 4.296 0.687
H -5.892 2.381 2.300
O -3.852 -1.325 -0.345
N -3.624 -2.574 -0.449
N -2.441 -2.903 -0.191
O -1.507 -2.034 0.193
C -2.068 -4.296 -0.303
C -3.034 -5.253 -0.569
C -2.652 -6.581 -0.640
C -1.324 -6.948 -0.456
C -0.371 -5.970 -0.220
C -0.739 -4.633 -0.142
H -4.061 -4.954 -0.720
H -3.400 -7.336 -0.848
H -1.037 -7.991 -0.496
H 0.671 -6.240 -0.102
H -0.013 -3.860 0.037
C 2.249 4.349 0.062
Si 2.941 2.949 1.067
C 2.626 3.254 2.878
C 4.796 2.905 0.829
Si 2.053 0.919 0.398
Te -0.294 1.113 1.363
Si 2.141 0.389 -1.875
C 1.763 1.874 -2.913
C 1.141 -1.099 -2.312
C 3.973 0.006 -2.066
Si 2.774 -0.854 1.735
C 1.987 -2.409 1.091
C 2.204 -0.625 3.502
C 4.633 -1.019 1.727
H 2.480 5.308 0.534
H 1.164 4.255 -0.033
H 2.666 4.346 -0.948
H 2.925 4.273 3.139
H 3.198 2.557 3.497
H 1.571 3.130 3.129
H 5.229 3.861 1.142
H 5.067 2.738 -0.217
H 5.259 2.112 1.424
H 0.819 2.330 -2.614
H 1.672 1.576 -3.962
H 2.552 2.626 -2.827
H 0.082 -0.931 -2.125
H 1.455 -1.977 -1.742
H 1.252 -1.318 -3.379
H 4.590 0.822 -1.674
H 4.230 -0.131 -3.122
H 4.251 -0.908 -1.531
H 0.948 -2.212 0.817
H 1.994 -3.192 1.857
H 2.498 -2.785 0.201
H 1.121 -0.479 3.561
H 2.668 0.248 3.970
H 2.446 -1.511 4.096
H 5.013 -1.154 0.711
H 4.955 -1.873 2.330
H 5.100 -0.118 2.137
F -2.274 -1.147 -2.315
Te -3.559 0.470 -2.298
F -5.375 0.641 -1.451
F -4.285 2.079 -3.116
F -2.459 0.800 -3.852
F -4.526 -0.609 -3.462
O -1.278 1.044 -1.184

Summary:
**Molar mass**: 969.07 g mol⁻¹
**LUMO (alpha / beta)**: 1.741 / 2.088 eV
**Strongest force on any atom**: 0.0509 Eh/bohr
**Charge**: -1
**2S+1**: 2
**Kohn-Sham gap (alpha / beta)**: 7.47 / 7.81 eV

Here are the Löwdin charges for atoms 1 to 5, given in e: atom 1 (Cr): 0.57, atom 2 (O): 0.06, atom 3 (C): -0.81, atom 4 (O): -0.46, atom 5 (C): -0.25

***

Record 3
Density functional theory data (ωB97M-V/def2-TZVPD) for a structure of composition C3H7N3O3 in a non-equilibrium geometry.

Atoms and positions in Å:
C -1.629 -0.219 -0.109
C 0.582 -0.588 0.693
C 1.817 -1.024 -0.209
H -3.837 0.460 -0.366
H -2.709 1.672 0.282
H -0.141 -1.400 0.668
H 0.764 -0.390 1.751
H 1.500 -1.593 -1.220
H 2.682 -1.875 0.498
H 2.257 0.938 -0.671
N -2.684 0.578 -0.565
N -0.399 0.501 0.111
N -0.302 1.817 0.042
O -1.542 -1.407 -0.256
O 2.756 0.214 -0.647
O 0.885 2.317 -0.003

Summary:
**Molar mass**: 133.11 g mol⁻¹
**LUMO**: -0.641 eV
**Strongest force on any atom**: 0.1641 Eh/bohr
**Kohn-Sham gap**: 9.49 eV

Here are the Löwdin charges for atoms 1 to 5, given in e: atom 1 (C): -0.58, atom 2 (C): -0.09, atom 3 (C): -0.10, atom 4 (H): 0.17, atom 5 (H): 0.24

***

Record 4
Density functional theory data (ωB97M-V/def2-TZVPD) for a structure of composition C24H26BeBr3CaCl2F18LiO11S2 in a non-equilibrium geometry.

Atoms and positions in Å:
O -4.343 -3.084 2.981
C -4.444 -4.162 2.322
O -4.785 -5.212 2.852
C -4.160 -4.065 0.832
C -2.808 -4.687 0.398
C -1.680 -3.691 0.474
F -1.857 -2.984 1.607
F -0.513 -4.342 0.618
C -1.656 -2.651 -0.701
F -2.697 -2.943 -1.476
F -1.819 -1.431 -0.118
C -0.450 -2.625 -1.636
F -0.343 -3.834 -2.180
F 0.722 -2.414 -1.004
C -0.551 -1.574 -2.823
F 0.642 -1.198 -3.194
F -1.081 -2.114 -3.913
C -1.369 -0.302 -2.516
F -2.660 -0.529 -2.256
F -1.381 0.444 -3.614
C -0.779 0.597 -1.375
F -1.795 0.802 -0.406
F -0.479 1.788 -1.830
F 0.275 0.147 -0.782
H -4.096 -2.996 0.625
H -4.953 -4.456 0.200
H -2.555 -5.454 1.131
H -2.873 -5.218 -0.545
Be -0.650 3.353 0.762
F 3.652 5.406 5.584
C 3.086 4.315 5.092
C 2.328 4.414 3.945
C 1.741 3.267 3.436
C 1.907 2.034 4.072
C 2.665 1.948 5.221
C 3.268 3.090 5.741
H 2.200 5.375 3.466
H 1.140 3.326 2.536
H 1.439 1.146 3.665
H 2.791 0.999 5.721
H 3.871 3.044 6.633
F 2.189 3.996 7.568
O 0.522 1.335 9.010
S 1.508 1.271 10.043
O 2.670 0.448 9.897
O 0.777 0.885 11.414
C -0.054 -0.286 11.425
C 0.757 -1.566 11.501
C 2.006 2.895 10.484
H -0.714 -0.287 10.556
H -0.683 -0.199 12.309
H 1.329 -1.724 10.588
H 0.099 -2.424 11.643
H 1.468 -1.521 12.326
H 1.119 3.503 10.636
H 2.595 3.287 9.653
H 2.606 2.842 11.390
C -0.548 0.637 -6.822
C -0.480 2.094 -6.392
O 0.316 2.930 -7.223
C -0.250 3.438 -8.448
O -1.407 3.988 -8.295
C -0.258 2.368 -9.597
F 0.853 1.593 -9.537
F -0.230 2.977 -10.786
F -1.311 1.550 -9.594
H 0.423 0.292 -7.177
H -0.862 0.007 -5.996
H -1.272 0.488 -7.620
H 0.023 2.123 -5.420
H -1.477 2.512 -6.229
H 0.574 4.111 -8.792
Ca -3.124 1.217 1.285
C -3.683 -1.910 -7.743
Br -5.310 -0.909 -7.495
Br -2.672 -2.037 -6.107
Br -4.018 -3.645 -8.506
H -3.076 -1.362 -8.449
C 4.218 -2.087 -3.379
Cl 2.773 -2.217 -2.382
Cl 5.733 -2.464 -2.546
H 4.107 -2.750 -4.228
H 4.174 -1.052 -3.699
O 3.547 -0.467 -7.142
S 2.610 0.134 -6.189
O 1.482 -0.794 -5.970
O 2.062 1.412 -6.730
O 3.280 0.372 -4.906
Li 0.662 1.467 -7.871

Summary:
**Molar mass**: 1263.21 g mol⁻¹
**LUMO**: -6.674 eV
**Strongest force on any atom**: 0.0610 Eh/bohr
**Kohn-Sham gap**: 1.09 eV

Here are the Löwdin charges for atoms 1 to 5, given in e: atom 1 (O): -0.07, atom 2 (C): -0.74, atom 3 (O): 0.02, atom 4 (C): -0.10, atom 5 (C): -0.06

***

Record 5
Density functional theory data (ωB97M-V/def2-TZVPD) for a structure of composition C20H18Cl3N5SiV in a non-equilibrium geometry.

Atoms and positions in Å:
V 0.218 0.065 -1.881
C -1.930 -5.376 0.654
C -1.337 -3.997 0.498
C 0.000 -3.739 0.807
C 0.547 -2.481 0.635
C -0.228 -1.422 0.170
N 0.315 -0.121 -0.080
C 0.945 0.648 0.923
C 1.103 0.174 2.219
C 1.787 0.893 3.177
C 2.351 2.129 2.879
C 3.111 2.923 3.911
C 2.158 2.625 1.603
C 1.448 1.921 0.641
N 1.218 2.582 -0.625
C 1.491 3.866 -0.943
C 1.003 4.120 -2.200
C 0.420 2.921 -2.600
N 0.553 1.996 -1.649
C -1.556 -1.691 -0.164
C -2.099 -2.955 -0.008
N -2.369 -0.671 -0.760
C -3.674 -0.402 -0.583
C -3.999 0.663 -1.391
C -2.813 0.985 -2.055
N -1.824 0.182 -1.668
H -1.306 -6.006 1.287
H -2.926 -5.330 1.095
H -2.023 -5.869 -0.316
H 0.625 -4.544 1.175
H 1.591 -2.300 0.858
H 0.683 -0.791 2.478
H 1.897 0.478 4.173
H 3.535 2.269 4.672
H 3.925 3.488 3.459
H 2.453 3.634 4.415
H 2.583 3.590 1.363
H 1.994 4.523 -0.257
H 1.055 5.046 -2.745
H -0.062 2.676 -3.532
H -3.125 -3.134 -0.313
H -4.266 -0.971 0.117
H -4.959 1.142 -1.486
H -2.629 1.760 -2.783
Cl 2.329 -0.510 -2.486
Si 0.441 -1.918 -3.430
Cl 1.545 -2.963 -4.779
Cl -0.198 -0.110 -4.472

Summary:
**Molar mass**: 513.79 g mol⁻¹
**LUMO (alpha / beta)**: -3.687 / -3.231 eV
**Strongest force on any atom**: 0.0238 Eh/bohr
**Charge**: +1
**2S+1**: 3
**Kohn-Sham gap (alpha / beta)**: 7.28 / 7.75 eV

Here are the Löwdin charges for atoms 1 to 5, given in e: atom 1 (V): 0.29, atom 2 (C): -0.03, atom 3 (C): -0.24, atom 4 (C): -0.01, atom 5 (C): -0.01